Entry one
The molecule C8H12. Source: OMol25; level of theory: ωB97M-V with the def2-TZVPD basis set.

SMILES: CC1=CCC=C(C)C1
orbital gap: 9.12 eV

```
20
Properties=species:S:1:pos:R:3:lowdin_charge:R:1
C 1.26418 -0.34035 -0.00409 -0.3081
C -1.34442 -0.12876 -0.25661 -0.2273
C 0.21340 1.78952 0.00218 -0.2428
C -1.13520 1.25629 -0.15677 -0.0633
C -2.68383 -0.91987 0.15813 -0.0848
C 1.40095 1.00220 0.22399 -0.0487
C 2.44650 -1.08860 -0.00391 -0.1259
C -0.12798 -1.06835 -0.12769 -0.1265
H -3.05037 -1.96466 -0.35407 0.1172
H 2.57769 -1.62992 0.91832 0.0827
H -0.06928 2.66871 0.62667 0.1277
H -3.41814 -0.18099 0.19346 0.0066
H 3.34561 -0.56441 -0.14670 0.0580
H -2.02580 1.74269 -0.03414 0.0736
H -2.59962 -1.18572 1.32867 0.1085
H 2.58102 -1.95097 -0.76065 0.1178
H 0.35189 2.31417 -0.93947 0.1175
H -0.17660 -1.79384 0.79338 0.1353
H 2.43386 1.42133 0.38051 0.1335
H -0.15182 -1.88892 -1.01740 0.1490
```

---

Entry two
The molecule C8H12. Source: OMol25; level of theory: ωB97M-V with the def2-TZVPD basis set.

SMILES: C1=C2CCC[C@@H]2CC1
orbital gap: 9.47 eV

```
20
Properties=species:S:1:pos:R:3:lowdin_charge:R:1
C 0.00998 -0.86927 0.65926 -0.3309
C -2.28192 0.09482 -0.11613 -0.1157
C -1.10608 -1.01689 -0.32303 -0.2061
C -0.01670 0.68166 0.33047 -0.2413
C 1.36173 1.17799 0.33775 -0.1831
C 1.22321 -1.17309 0.01429 -0.1762
C 1.87368 0.17284 -0.54458 -0.1865
C -1.18481 1.23387 -0.15311 -0.0217
H 1.77796 0.57158 -1.50948 0.0925
H -3.16825 0.25007 -0.81715 0.1132
H -1.71783 -2.04504 0.06272 0.1420
H -0.40226 -1.29829 -1.29655 0.1457
H -1.39105 2.17716 -0.48998 0.0633
H -2.58029 0.16492 0.95658 0.1022
H 0.76170 -1.88566 -0.86834 0.1336
H 1.67244 1.06020 1.26969 0.0711
H -0.18245 -1.20479 1.65288 0.1462
H 1.15190 2.36952 0.01696 0.1965
H 3.00398 -0.05012 -0.75628 0.1410
H 1.79967 -1.92113 0.54940 0.1141
```

---

Entry three
The molecule C8H12. Source: OMol25; level of theory: ωB97M-V with the def2-TZVPD basis set.

SMILES: C1C[C@@H]2[C@@H]3CC[C@@H]1[C@H]23
orbital gap: 9.74 eV

```
20
Properties=species:S:1:pos:R:3:lowdin_charge:R:1
C 0.63218 0.26157 1.84843 -0.0668
C -1.44283 0.40094 0.27252 -0.0967
C -0.65552 1.03352 1.39010 -0.1947
C 0.74753 -0.31713 0.40290 -0.3098
C -0.60826 -0.89740 0.32160 -0.2184
C -0.82572 -0.36348 -1.09030 -0.2617
C 0.25517 -0.07711 -1.86409 -0.2157
C 1.28585 -0.78312 -0.87661 -0.1794
H 0.28441 -0.21076 -3.13214 0.1889
H 0.64746 0.92285 -1.93167 0.0939
H 1.26011 -1.85699 -1.16220 0.1114
H 2.34995 -0.51568 -1.18922 0.1256
H 0.77465 0.75066 -0.03261 0.1387
H -2.60678 0.28161 0.14349 0.1481
H -0.28111 2.06421 1.08622 0.1282
H 0.46821 -0.44328 2.64654 0.1086
H -1.18556 1.33785 2.26347 0.0955
H -0.56899 -2.03792 0.49516 0.1815
H 1.43491 0.74910 2.05171 0.0404
H -1.96568 -0.29943 -1.64330 0.1824
```

---

Entry four
The molecule C8H12. Source: OMol25; level of theory: ωB97M-V with the def2-TZVPD basis set.

orbital gap (alpha / beta): 7.56 / 8.08 eV

```
20
Properties=species:S:1:pos:R:3:lowdin_charge:R:1
C 1.07554 -0.37295 0.20060 -0.3392
C 1.18439 -1.82681 -0.19970 -0.0777
C -1.58134 -0.38187 0.05182 -0.2195
C -0.23548 0.32519 0.15183 -0.0346
C -3.04789 0.00173 0.12707 -0.0544
C 2.24865 0.30065 0.20135 -0.1240
C 2.53256 1.80536 0.28013 -0.0797
C -4.14533 0.29493 -0.49264 -0.0724
H 2.51758 2.03071 1.30865 0.0575
H 1.47124 -2.42467 0.69407 0.0899
H -0.19889 1.35367 0.63996 0.1127
H -1.37918 -1.00091 1.11079 0.1807
H -1.56982 -1.09584 -0.72196 0.0732
H -5.11140 0.40098 0.03191 0.0495
H 3.42752 2.08263 -0.29950 0.0827
H -4.27587 0.57069 -1.57534 0.0677
H 0.27791 -2.13101 -0.67696 0.0402
H 1.70846 2.37150 -0.05365 0.0389
H 3.11097 -0.32345 0.27258 0.0895
H 1.99037 -1.98054 -1.05102 0.1191
```

---

Relative stability in kJ/mol, measured from the most stable structure: entry one 0.0; entry two 258.0; entry three 489.5; entry four 285.5

---

Entry one
The molecule C8H12. Source: OMol25; level of theory: ωB97M-V with the def2-TZVPD basis set.

SMILES: CCC1(C)C=CC=C1
orbital gap: 9.40 eV

```
20
Properties=species:S:1:pos:R:3:lowdin_charge:R:1
C -1.50093 0.31697 -0.06434 -0.1919
C 1.86961 -0.91692 -0.72394 -0.0260
C 0.06263 0.40594 -0.06714 -0.6410
C -2.01134 -1.14155 -0.08389 -0.1052
C 1.55645 -1.05103 0.81333 -0.0281
C 0.55037 -0.15499 1.13767 -0.1274
C 0.79870 -0.18219 -1.19698 -0.0826
C 0.61649 1.79690 0.02856 -0.0807
H 0.64899 2.45909 1.15888 0.1599
H -1.34744 -1.64564 0.74160 0.0948
H 1.68887 1.58071 -0.19242 0.0841
H 0.21141 -0.15041 2.09361 0.0956
H 2.65885 -1.47530 -1.33507 0.1102
H 2.36078 -1.28316 1.55780 0.0997
H 0.34290 0.13971 -2.15782 0.1368
H -1.91160 0.72047 -1.00659 0.0948
H -1.62824 -1.83225 -0.86039 0.0797
H -1.99347 1.06816 0.72655 0.1578
H -3.04978 -1.24352 0.12339 0.0497
H 0.07674 2.58903 -0.69281 0.1197
```

---

Entry two
The molecule C8H12. Source: OMol25; level of theory: ωB97M-V with the def2-TZVPD basis set.

SMILES: C=CC(=C)C(=C)CC
orbital gap: 9.99 eV

```
20
Properties=species:S:1:pos:R:3:lowdin_charge:R:1
C 1.04728 0.85962 -1.45028 -0.1431
C -0.14734 -1.66364 2.17838 -0.0927
C -0.53701 0.05963 0.35351 -0.3212
C 0.28613 -0.32305 1.57677 -0.2127
C -0.09946 -1.26514 -1.69219 0.0746
C -1.69444 0.69580 0.46731 0.0626
C 0.10110 -0.16755 -0.96978 -0.3124
C 1.05929 2.14220 -1.10577 0.0305
H 1.71617 2.83945 -1.60290 0.0534
H 0.21672 0.48914 2.30430 0.1088
H -1.23549 -1.68558 2.27332 0.0702
H -0.77562 -2.04586 -1.38005 0.0679
H -2.26699 1.05119 -0.37482 0.0712
H 1.64949 0.54019 -2.29368 0.0990
H 0.18721 -1.75404 3.21691 0.0707
H 0.45057 -1.38757 -2.61892 0.0638
H -2.07748 0.85187 1.46861 0.0693
H 1.33047 -0.34685 1.26812 0.1085
H 0.46017 2.51591 -0.28491 0.0593
H 0.18545 -2.46194 1.51830 0.0724
```

---

Relative stability in kJ/mol, measured from the most stable structure: entry one 208.0; entry two 0.0

---

Entry one
A cluster of 4 separate species, C2H14N2O3 in total. Source: OMol25; level of theory: ωB97M-V with the def2-TZVPD basis set.

SMILES: CNCN.O.O.O
orbital gap: 9.80 eV

```
21
Properties=species:S:1:pos:R:3:lowdin_charge:R:1
O 0.31346 1.80861 2.54187 -0.0596
O -0.80153 -0.51685 -3.46669 -0.0268
O -1.70935 2.60648 -1.16837 -0.0508
N 0.88713 0.08602 -0.78167 -0.0224
N 0.76965 -1.15755 1.31496 -0.1598
C 0.51861 -1.14340 -0.15277 -0.3654
C 0.24880 -2.34158 2.02830 -0.1462
H -0.82758 2.55038 -0.76755 0.0177
H -2.14229 3.30159 -0.69198 0.0207
H 1.81962 -1.15230 1.49517 0.1325
H 0.29770 2.43474 1.80614 0.0202
H 1.78798 0.00220 -1.42020 0.1338
H -0.55813 -1.30527 -0.39133 0.1128
H 0.73576 -3.30091 1.70643 0.0665
H -1.39781 0.09412 -3.16759 -0.0256
H 0.50160 -2.34149 3.10976 0.0797
H 1.08937 0.82603 -0.10091 0.0554
H -0.82690 -2.40173 1.55023 0.1121
H 0.94756 -2.04187 -0.61151 0.1143
H -0.02772 1.01533 2.14357 -0.0113
H -0.02177 -0.45617 -2.90085 0.0020
```

---

Entry two
A cluster of 4 separate species, C2H14N2O3 in total. Source: OMol25; level of theory: ωB97M-V with the def2-TZVPD basis set.

SMILES: CNCN.O.O.O
orbital gap: 9.95 eV

```
21
Properties=species:S:1:pos:R:3:lowdin_charge:R:1
O 0.49519 -1.14843 1.10599 -0.0625
O 2.80651 -3.58468 0.97530 -0.0663
O 1.21675 2.37957 2.56077 -0.0531
N -1.01236 -0.02011 -1.17999 -0.1540
N 0.76621 1.78794 -1.24506 0.0206
C -2.37100 -0.43036 -0.89423 -0.1284
C -0.59430 1.38506 -0.93034 -0.3097
H 1.04673 1.29710 -2.09223 0.0710
H -0.20219 -1.43701 1.70226 0.0427
H -0.76532 -0.27878 -2.07895 0.0743
H -1.15933 2.04080 -1.59711 0.1114
H -2.72545 -0.09447 0.08263 0.0787
H 3.08975 -3.38339 0.07658 0.0310
H -2.30693 -1.51223 -0.83244 0.0781
H 1.64352 1.78129 1.94578 0.0141
H 2.05464 -3.00442 1.14050 -0.0012
H -0.77561 1.41755 0.14528 0.1069
H 0.14385 -0.52096 0.45346 -0.0135
H 1.43348 1.46974 -0.54684 0.0548
H 0.37587 1.97800 2.79661 0.0289
H -3.16002 -0.12222 -1.58797 0.0760
```

---

Relative stability in kJ/mol, measured from the most stable structure: entry one 50.7; entry two 0.0

---

Entry one
A cluster of 2 separate species, C4H7NO3 in total. Source: OMol25; level of theory: ωB97M-V with the def2-TZVPD basis set.

SMILES: [H]/N=C/C(C)=O.O=CO
orbital gap: 9.62 eV

```
15
Properties=species:S:1:pos:R:3:lowdin_charge:R:1
O 1.09109 1.22566 -1.89428 0.0504
O -0.43007 -0.16955 2.20168 0.1017
O -0.72288 1.66170 -0.54074 -0.0045
N 2.11993 -0.29226 0.81237 0.1100
C 0.69176 1.54518 -0.78743 -0.3403
C -0.47014 -0.36876 1.01933 -0.4036
C -1.59722 -1.04241 0.30014 -0.0332
C 1.03025 -0.59136 0.21229 -0.1847
H -2.36162 -0.28351 0.12010 0.0849
H -2.03516 -1.79365 0.96108 0.0951
H -1.31155 -1.49057 -0.65046 0.0783
H -1.12444 1.39737 -1.39063 0.1153
H 0.98663 -1.27480 -0.64955 0.1097
H 1.20273 2.13328 -0.01373 0.1528
H 2.93069 -0.65631 0.29983 0.0683
```

---

Entry two
The molecule C4H7NO3. Source: OMol25; level of theory: ωB97M-V with the def2-TZVPD basis set.

SMILES: C=NC(=O)O[C@H](C)O
orbital gap: 9.52 eV

```
15
Properties=species:S:1:pos:R:3:lowdin_charge:R:1
O 2.44435 1.27182 0.67247 0.1501
O 0.19941 1.12199 0.67269 0.0771
O -0.88622 -0.93448 0.75998 0.0159
N 1.38163 -0.23168 -0.73442 0.0388
C -0.80873 0.24745 0.11874 -0.4934
C 1.70654 -1.45363 -0.41917 0.0074
C 1.43709 0.79972 0.24177 -0.5503
C -2.10950 0.98492 -0.03692 0.0057
H 1.92276 -2.13120 -1.23658 0.0871
H -2.84214 0.34501 -0.52203 0.0890
H -2.47968 1.24868 0.95328 0.0912
H -0.02017 -1.47977 0.54691 0.1163
H -0.21336 -0.01268 -0.92290 0.1678
H 2.23162 -1.67810 0.50801 0.1082
H -1.96362 1.90196 -0.60182 0.0891
```

---

Relative stability in kJ/mol, measured from the most stable structure: entry one 26.1; entry two 0.0

---

Entry one
A structure of composition C4H7NO3. Source: OMol25; level of theory: ωB97M-V with the def2-TZVPD basis set.

orbital gap: 7.28 eV

```
15
Properties=species:S:1:pos:R:3:lowdin_charge:R:1
O -0.57559 1.60263 1.76179 0.1573
O -1.67261 -0.84571 -0.46385 0.0528
O 1.52408 -0.36882 1.88238 -0.0319
N -0.27227 0.73906 -2.24528 -0.0033
C 0.28105 0.55611 -0.93367 -0.1893
C -0.64127 0.90166 0.81352 -0.1026
C 0.47805 -1.07002 1.33665 -0.1139
C -0.52535 -0.23142 -0.03756 -0.4705
H -0.34001 1.71365 -2.52190 0.0727
H 0.85282 -1.85122 0.67756 0.1137
H 0.25592 0.24265 -2.95318 0.0744
H 1.28366 -0.06677 2.77122 0.1090
H -1.66807 -0.70350 -1.43000 0.1007
H -0.29725 -1.39428 2.04102 0.1250
H 1.31684 0.77597 -0.69870 0.1059
```

---

Entry two
The molecule C4H7NO3. Source: OMol25; level of theory: ωB97M-V with the def2-TZVPD basis set.

SMILES: O=CN(O)[C@@H]1C[C@H]1O
orbital gap: 10.23 eV

```
15
Properties=species:S:1:pos:R:3:lowdin_charge:R:1
O 1.14042 2.10071 -0.09114 0.0625
O -2.52437 0.52482 0.28905 -0.0080
O 1.82796 -1.19805 0.04196 -0.0069
N 1.18442 -0.04146 0.41791 -0.1369
C 1.74541 1.07694 -0.09678 -0.3112
C -0.78082 -0.98912 -0.55075 -0.0408
C -1.27853 0.40757 -0.36699 -0.2854
C -0.21742 -0.16642 0.56365 -0.2035
H -1.49074 -1.88238 -0.53677 0.1425
H 2.79256 0.87023 -0.43346 0.1544
H -0.62568 -0.30619 1.54032 0.1438
H 1.80651 -1.79703 0.82234 0.1384
H -0.03322 -1.08632 -1.35579 0.1187
H -1.02853 1.15898 -1.06788 0.1294
H -2.51796 1.32772 0.82434 0.1032
```

---

Relative stability in kJ/mol, measured from the most stable structure: entry one 186.1; entry two 0.0

---

Entry one
A cluster of 2 separate species, C4H7NO3 in total. Source: OMol25; level of theory: ωB97M-V with the def2-TZVPD basis set.

SMILES: COC(N)=O.C=C=O
orbital gap: 9.25 eV

```
15
Properties=species:S:1:pos:R:3:lowdin_charge:R:1
O -1.39624 0.46493 -1.67759 0.0854
O -0.21030 -0.80251 -0.17421 -0.1550
O 0.36607 2.82990 1.61255 0.1556
N 0.82245 0.81060 -1.43883 0.1771
C 0.46536 1.66935 1.47971 -0.2481
C -1.18947 -1.82741 -0.28237 -0.0699
C 1.01630 0.47910 1.69623 0.0011
C -0.38999 0.34901 -1.01200 -0.5653
H 2.07367 0.30031 1.62275 0.0798
H 0.37681 -0.33771 1.98534 0.0670
H -1.08902 -2.45132 0.60385 0.0876
H 0.81064 1.50817 -2.16354 0.1158
H -1.01752 -2.40243 -1.19448 0.0952
H -2.20662 -1.43106 -0.29873 0.0887
H 1.56784 0.84106 -0.75869 0.0852
```

---

Entry two
The molecule C4H7NO3. Source: OMol25; level of theory: ωB97M-V with the def2-TZVPD basis set.

SMILES: CC(=O)OC(=O)CN
orbital gap: 10.76 eV

```
15
Properties=species:S:1:pos:R:3:lowdin_charge:R:1
O -1.49436 0.51311 2.50437 0.1360
O -0.92646 0.22347 0.36163 0.0676
O 0.69571 1.48899 -0.71051 0.1607
N -1.01743 -0.87373 -2.32884 0.0266
C -0.64983 0.43170 1.67133 -0.4863
C 0.19563 -0.73926 -1.55160 -0.1906
C 0.89295 0.44307 2.00845 0.0224
C 0.17893 0.42581 -0.57192 -0.3885
H 1.39717 1.26661 1.52127 0.0694
H 1.40539 -0.49663 1.82452 0.0876
H -1.80700 -1.03961 -1.71690 0.0772
H 1.03641 -0.57334 -2.24079 0.1292
H -1.21163 -0.03274 -2.85905 0.0828
H 0.35468 -1.66080 -0.98912 0.1245
H 0.94984 0.62334 3.07716 0.0815
```

---

Relative stability in kJ/mol, measured from the most stable structure: entry one 175.9; entry two 0.0